1.
Here is 9 unconnected molecules or ions with the total composition C32H56N2O21 from the Open Molecules 2025 dataset. Energies are from ωB97M-V with the def2-TZVPD basis set.

Properties
F_max	12.15	eV Å⁻¹
energy above the lowest of the compared OMol25 structures with the same formula, charge and spin	91.7	kcal/mol
HOMO-LUMO gap	10.67	eV
M	804.79	g/mol
2S+1	1
net charge	0

Element x y z (Å)
C  -0.3211  -0.4988  0.4522
C  1.1261  -0.5066  1.0357
C  1.9810  0.7088  0.8232
O  2.1429  1.3570  2.0701
C  1.7318  0.5538  2.9703
O  1.8768  0.8562  4.1864
O  1.1433  -0.4936  2.4552
H  -0.7921  -1.0303  1.2316
H  -0.3470  -1.2168  -0.3933
H  -0.7581  0.4656  0.4070
H  1.5890  -1.3309  0.6816
H  1.5934  1.3567  0.0899
H  2.9174  0.4529  0.5067
C  2.5102  4.4002  1.4805
C  1.1005  4.7123  0.9804
C  0.5441  5.9881  1.5640
O  0.4280  6.8405  0.4688
C  0.5975  6.0811  -0.6310
O  0.5071  6.4825  -1.7974
O  0.8782  4.8436  -0.4315
H  2.9147  3.5912  1.0583
H  2.5058  4.3215  2.5546
H  3.1526  5.1835  1.1794
H  0.5582  3.7778  1.2956
H  1.2206  6.2591  2.3859
H  -0.3896  5.6782  1.9329
C  2.4783  -5.1768  -5.2547
C  1.0298  -5.0160  -4.4247
C  0.9707  -6.1453  -3.4178
O  0.7255  -5.4952  -2.1894
C  0.9549  -4.1981  -2.3026
O  1.1846  -3.4884  -1.3738
O  1.0194  -3.8727  -3.6412
H  2.6352  -4.2853  -5.8754
H  2.5873  -5.9687  -5.9096
H  3.3994  -5.1697  -4.5169
H  0.1661  -4.9822  -5.0453
H  1.8180  -6.7841  -3.2697
H  0.0783  -6.8001  -3.5281
C  -2.3983  -3.0704  5.1690
O  -1.1954  -3.3888  4.5382
C  -1.1633  -3.4173  3.1825
O  -2.1885  -2.8463  2.3257
O  -0.0687  -4.0443  2.7305
C  0.0653  -4.2651  1.3578
H  -2.9598  -3.9737  5.4302
H  -3.0694  -2.4614  4.5536
H  -2.3443  -2.4926  6.0790
H  0.3409  -3.2477  0.8990
H  -0.8144  -4.5647  0.7953
H  0.9972  -4.8930  1.2460
C  -2.1045  3.0527  0.3434
O  -1.3942  2.5301  1.3796
C  -1.9877  1.7690  2.3780
O  -3.3967  1.6723  2.4332
O  -1.1600  1.0692  3.1912
C  -1.7232  0.2463  4.1838
H  -2.9756  3.7087  0.6988
H  -2.4162  2.1435  -0.2591
H  -1.5303  3.6101  -0.4072
H  -2.4062  -0.4424  3.6774
H  -2.2834  0.7377  4.9311
H  -0.8652  -0.3061  4.6164
C  -2.6656  -5.8549  -3.8515
O  -2.0093  -4.7165  -3.4031
C  -2.6697  -4.0478  -2.3091
O  -3.8085  -4.5540  -1.6812
O  -2.1096  -2.8417  -1.9353
C  -2.9099  -1.9352  -1.1755
H  -2.6552  -6.6661  -3.1205
H  -2.2244  -6.2732  -4.7616
H  -3.7116  -5.6712  -4.1507
H  -3.0753  -2.3356  -0.1218
H  -3.8899  -1.9135  -1.6319
H  -2.5085  -0.8992  -1.1681
C  -0.4738  -1.4321  -4.7516
O  -0.3841  0.0217  -4.7169
C  -0.4804  0.7420  -3.5560
O  -0.8360  0.1210  -2.3601
O  -0.2230  1.9295  -3.6349
C  -0.3241  2.7421  -2.4769
H  -1.2022  -1.6843  -5.5164
H  -0.9941  -1.8303  -3.9222
H  0.4295  -1.9983  -5.0953
H  -0.0528  3.7239  -2.7613
H  0.3113  2.5658  -1.6279
H  -1.3018  2.6505  -2.0790
C  2.7286  -0.3359  -2.2408
C  3.1124  0.7100  -3.3094
C  3.1633  2.1139  -2.7639
C  4.2194  2.9913  -3.4052
N  5.0174  3.6439  -3.8627
H  1.8620  -0.0528  -1.6811
H  3.5102  -0.4692  -1.4640
H  2.7463  -1.3708  -2.5982
H  2.1887  0.7390  -4.0261
H  4.1100  0.4938  -3.8712
H  3.2179  2.1071  -1.6280
H  2.2055  2.6418  -3.0407
C  -1.6601  4.5484  4.2641
C  -0.1930  4.0816  4.4571
C  -0.1686  3.2609  5.8406
C  -0.4811  4.1192  7.0394
N  -0.6155  4.7537  8.0234
H  -2.2511  3.6204  4.3272
H  -1.9269  5.0892  3.3559
H  -1.9880  5.2281  5.0268
H  0.3979  4.9920  4.5415
H  0.2157  3.3977  3.6834
H  0.8305  2.8259  5.8645
H  -0.8897  2.4514  5.9949

Force components x, y, z for each atom (eV/Å):
C 2.276 -1.735 0.820
C -2.200 3.264 0.039
C -0.668 0.559 -0.569
O 0.591 1.774 -2.273
C -0.098 0.979 6.183
O -0.885 -1.715 -3.454
O -0.848 -2.104 1.631
H -1.305 -0.706 0.942
H -0.113 1.241 0.034
H -0.259 0.718 -0.783
H 1.616 -2.863 -0.776
H -0.752 1.168 -0.654
H 2.633 -0.769 -0.847
C -1.583 3.141 -0.097
C 0.280 -3.365 1.646
C 0.921 -1.744 0.870
O 0.261 0.247 -0.645
C -0.624 3.473 -5.486
O -0.155 -0.133 2.897
O 1.149 -1.888 1.937
H 1.246 -3.532 -1.426
H -0.118 -0.128 0.350
H 0.909 1.262 -0.025
H -0.164 1.190 -0.335
H -0.386 0.897 -0.475
H -1.585 0.563 0.771
C -0.203 3.282 3.116
C 3.525 -1.741 -1.341
C -2.505 -1.197 0.438
O 0.020 -0.170 0.969
C 0.928 0.104 -0.463
O -0.458 0.554 -0.536
O 0.454 1.299 1.514
H -0.206 -0.007 0.190
H -0.341 -2.055 -0.996
H -2.078 -0.164 -1.127
H -0.444 -0.107 -0.853
H 0.777 -0.062 -0.383
H 0.646 0.236 -0.448
C -2.728 0.386 -0.038
O 1.242 -0.187 -2.280
C -4.846 2.523 -3.874
O 6.389 -3.548 5.290
O -2.363 0.654 2.479
C 2.334 2.238 -2.254
H 0.312 -0.087 -0.193
H 0.338 -0.322 -0.388
H 1.216 0.039 0.324
H -0.361 -1.532 0.467
H -0.149 -0.528 0.534
H -1.436 0.386 0.019
C -3.592 -0.241 -2.084
O 2.304 -2.042 4.589
C -7.958 -0.690 -0.636
O 8.914 0.637 -0.154
O -0.274 3.249 -2.653
C 0.113 -2.237 -0.517
H 1.063 -1.209 -0.591
H -0.613 1.178 0.519
H 0.630 0.162 1.152
H 0.146 -0.104 0.163
H -0.427 1.078 0.725
H -0.499 0.426 -0.254
C -1.667 -1.802 -0.609
O -0.600 3.269 3.041
C -5.418 -1.756 3.065
O 7.394 2.999 -4.399
O 0.260 -3.126 -2.217
C -1.495 -0.172 1.951
H -0.081 0.225 0.198
H 0.642 0.616 0.151
H 0.314 0.185 0.497
H 0.523 0.542 -1.268
H -0.305 0.084 -0.123
H 0.327 -1.188 -0.297
C -0.613 -0.088 -1.289
O 0.545 1.223 0.988
C -2.858 -10.324 5.743
O 1.846 3.433 -6.375
O 1.666 4.053 -1.304
C -0.215 0.391 0.636
H -0.115 0.566 -0.635
H 0.419 -0.218 1.593
H -0.289 1.271 1.007
H -0.191 1.066 -0.673
H 0.787 -1.180 -0.049
H -1.005 0.118 -0.105
C 2.400 -0.432 0.277
C -0.710 -1.093 -1.824
C -0.378 2.113 0.455
C -2.618 -2.488 2.238
N 1.844 1.514 -1.181
H -0.981 -0.150 -0.195
H 0.063 0.682 -0.266
H -0.933 0.313 -0.414
H 2.127 -0.425 0.583
H -2.009 -0.016 0.909
H 0.356 0.345 -1.379
H 0.923 -0.454 0.576
C 0.151 -1.268 -0.653
C -1.507 -0.356 1.267
C 0.181 1.403 -0.154
C 0.844 1.378 1.987
N 0.124 -1.800 -2.955
H -0.340 0.570 -0.153
H 0.352 -0.326 -0.371
H 0.085 0.111 0.827
H 0.575 -0.296 0.173
H -0.438 0.531 0.334
H -0.010 0.000 0.700
H 0.021 -0.042 -1.010

---

2.
Here is a molecular structure, C20H25BMoN11O4S from the Open Molecules 2025 dataset. Energies are from ωB97M-V with the def2-TZVPD basis set.

Properties
F_max	0.97	eV Å⁻¹
energy above the lowest of the compared OMol25 structures with the same formula, charge and spin	0.0	kcal/mol
HOMO-LUMO gap (alpha / beta)	3.23 / 3.88	eV
M	622.31	g/mol
expectation value of S²	0.7906
2S+1	2
net charge	+4

Element x y z (Å)
Mo  -0.6730  0.0044  -0.7728
C  3.3830  -0.8387  -0.1071
C  2.1791  -0.5512  0.4573
N  1.2825  -0.2045  -0.5382
N  1.9661  -0.2571  -1.7515
C  3.2053  -0.6594  -1.4944
B  1.2434  -0.0070  -3.1427
N  0.1256  -1.1264  -3.2737
C  -0.0920  -2.1250  -4.1102
C  -1.1649  -2.9352  -3.6359
C  -1.5606  -2.3847  -2.4681
N  -0.7750  -1.2496  -2.2187
N  0.4238  1.3434  -2.9675
C  0.4427  2.4513  -3.6781
C  -0.4303  3.4147  -3.0906
C  -0.9653  2.8264  -1.9931
N  -0.4541  1.5280  -1.9096
N  2.1659  0.0696  -4.2634
C  3.3274  0.7919  -4.4125
C  3.7052  0.6972  -5.7192
C  2.7031  -0.1001  -6.3312
N  1.7805  -0.4663  -5.4724
H  4.2875  -1.1459  0.3965
H  1.8851  -0.5689  1.4970
H  3.9152  -0.8098  -2.2975
H  0.5188  -2.2153  -5.0007
H  -1.5653  -3.8150  -4.1182
H  -2.3390  -2.6852  -1.7810
H  1.0654  2.5344  -4.5616
H  -0.6172  4.4130  -3.4572
H  -1.6603  3.2111  -1.2480
H  3.7888  1.3278  -3.5949
H  4.5769  1.1282  -6.1847
H  2.6379  -0.4112  -7.3634
C  -5.8726  6.6903  0.1572
C  -4.4615  6.1504  0.3548
S  -4.3436  4.4067  0.1059
O  -4.9037  4.0085  -1.1669
O  -2.9678  3.9502  0.3514
C  -5.3338  3.6452  1.3789
C  -5.4662  2.1444  1.1449
N  -4.1182  1.4813  1.0700
C  -3.5532  1.0873  -0.0554
N  -2.2236  0.7882  0.1932
C  -1.9931  1.0262  1.5602
C  -3.1527  1.4291  2.0827
N  -3.3634  1.7325  3.5028
O  -2.3746  1.6153  4.1795
O  -4.4840  2.0287  3.8377
C  -4.2010  0.9424  -1.3758
H  -5.8222  7.7771  0.1254
H  -6.5335  6.4266  0.9819
H  -6.3035  6.3491  -0.7824
H  -4.0515  6.3374  1.3499
H  -3.7569  6.5449  -0.3830
H  -6.3357  4.0778  1.3282
H  -4.8981  3.8853  2.3473
H  -5.9610  1.9353  0.2001
H  -6.0265  1.6905  1.9574
H  -1.0440  0.9148  2.0689
H  -5.1050  0.3358  -1.2947
H  -3.5280  0.4651  -2.0894
H  -4.4840  1.9322  -1.7523

Force components x, y, z for each atom (eV/Å):
Mo 0.368 0.860 -0.255
C -0.041 -0.013 0.050
C 0.077 0.055 0.055
N -0.311 -0.089 0.005
N 0.070 -0.145 0.059
C -0.011 0.047 -0.050
B 0.071 -0.104 -0.225
N -0.017 0.023 0.022
C -0.014 -0.045 -0.023
C 0.010 0.007 -0.002
C 0.006 0.037 0.000
N -0.112 -0.047 0.115
N -0.184 0.072 -0.031
C 0.079 -0.046 -0.027
C -0.090 0.039 0.085
C 0.026 0.235 0.066
N -0.052 -0.360 0.086
N -0.204 -0.213 0.146
C 0.271 0.191 -0.229
C -0.036 0.035 0.131
C 0.028 0.030 0.030
N -0.045 -0.028 0.009
H -0.005 -0.009 -0.014
H -0.018 0.010 0.008
H -0.005 0.023 -0.017
H 0.029 0.038 -0.007
H 0.017 0.009 -0.004
H -0.004 0.008 0.014
H 0.020 -0.015 0.011
H -0.004 -0.009 -0.008
H -0.015 -0.043 0.020
H 0.002 -0.037 -0.014
H -0.018 -0.009 0.020
H -0.007 -0.003 0.021
C -0.043 0.015 -0.007
C 0.011 -0.017 0.017
S 0.213 -0.103 -0.146
O 0.041 -0.030 0.036
O -0.020 -0.019 -0.114
C -0.117 0.056 0.040
C 0.036 -0.061 0.055
N 0.086 0.081 0.022
C -0.140 0.024 -0.017
N 0.013 -0.455 0.115
C 0.092 -0.143 0.038
C -0.077 0.144 -0.097
N -0.052 -0.079 0.175
O -0.080 0.064 -0.113
O 0.103 -0.004 -0.103
C 0.044 0.073 0.008
H 0.016 0.006 0.015
H 0.004 -0.022 -0.004
H 0.006 0.001 -0.004
H 0.008 0.026 -0.014
H 0.003 0.006 -0.001
H 0.006 -0.030 0.012
H -0.028 0.007 0.017
H -0.001 0.014 -0.005
H 0.036 -0.057 0.010
H -0.002 -0.031 0.031
H -0.015 -0.001 -0.016
H 0.015 0.007 0.003
H -0.042 0.024 -0.003

---

3.
Here is C5H10O in the gas phase from the Open Molecules 2025 dataset. Energies are from ωB97M-V with the def2-TZVPD basis set.

Properties
F_max	4.70	eV Å⁻¹
energy above the lowest of the compared OMol25 structures with the same formula, charge and spin	61.0	kcal/mol
HOMO-LUMO gap	10.84	eV
M	86.13	g/mol
2S+1	1
net charge	0

Element x y z (Å)
C  -1.6932  -1.1421  -0.7282
C  -0.7844  0.1429  -0.6075
O  -1.0789  0.8862  0.4909
C  0.2980  0.4862  0.2329
C  0.8439  -0.5434  1.1567
C  1.3237  1.4793  -0.1891
H  -2.0499  -1.6958  0.3252
H  -2.6250  -0.7339  -1.2789
H  -1.1465  -2.0707  -1.3077
H  -0.7766  0.7880  -1.5710
H  1.1437  -0.2414  2.1717
H  1.7335  -0.9605  0.6160
H  0.0667  -1.3023  1.3454
H  1.9271  0.8909  -0.9168
H  2.0534  1.6488  0.7903
H  0.7645  2.3677  -0.5299

Force components x, y, z for each atom (eV/Å):
C 0.329 -2.079 0.236
C -2.335 -1.218 -3.895
O 0.447 1.862 1.682
C 0.631 -0.711 2.123
C 0.105 -1.338 0.262
C 1.273 -0.117 2.211
H 1.068 2.050 -2.630
H 1.417 -1.223 0.825
H -1.493 2.554 1.003
H -0.304 -1.304 1.084
H 0.090 0.536 -0.531
H -0.693 -0.098 0.748
H 0.527 -0.065 -0.332
H -0.189 1.150 0.041
H -1.898 0.142 -2.671
H 1.025 -0.140 -0.155

---

4.
Here is 2 unconnected molecules or ions with the total composition C7H15ClSi from the Open Molecules 2025 dataset. Energies are from ωB97M-V with the def2-TZVPD basis set.

Properties
F_max	4.95	eV Å⁻¹
energy above the lowest of the compared OMol25 structures with the same formula, charge and spin	130.0	kcal/mol
HOMO-LUMO gap (alpha / beta)	7.37 / 8.99	eV
M	162.74	g/mol
2S+1	1
net charge	0

Element x y z (Å)
C  1.9081  0.2821  0.3242
C  -0.7189  0.9869  1.4471
C  3.0653  -0.2849  0.4373
C  3.5818  -1.5329  0.9651
C  -0.8302  -1.3510  -0.4011
C  -1.0423  1.4666  -1.5686
C  -3.5521  0.4356  -0.0410
Si  -1.5692  0.3850  -0.0156
Cl  4.6746  0.6663  -0.3053
H  -0.3836  0.5536  2.3194
H  1.5113  1.1559  -0.1859
H  -0.5789  2.0561  1.2587
H  4.5884  -1.4918  1.5720
H  3.6967  -2.0545  0.0223
H  2.7533  -2.1020  1.4752
H  -1.6550  -2.1849  -0.1412
H  -0.5750  -1.3847  -1.3951
H  -0.0022  -1.5221  0.2710
H  -0.3177  0.9160  -2.1144
H  -1.9546  1.4669  -2.3393
H  -0.7005  2.4321  -1.3620
H  -4.0706  -0.3401  0.5805
H  -4.0158  1.3326  0.1968
H  -3.8129  0.1132  -1.0002

Force components x, y, z for each atom (eV/Å):
C 0.850 0.793 -0.603
C -0.506 1.867 -1.733
C 0.701 2.056 0.078
C 0.474 -1.485 1.103
C -3.677 -0.952 3.170
C -3.398 -2.017 -0.572
C 1.841 -2.578 1.739
Si -1.094 -0.836 -2.034
Cl -1.758 -0.616 0.461
H 0.590 -0.748 1.741
H 0.116 -0.407 0.290
H 0.405 -0.053 0.887
H -2.237 0.044 -1.270
H 0.813 -0.802 0.020
H 0.965 0.678 -0.083
H 1.853 1.666 -0.771
H 0.729 -0.438 -2.314
H 0.328 -0.099 -0.052
H 1.066 -0.417 -0.357
H 1.743 0.384 1.785
H 0.361 1.617 0.171
H 0.786 0.529 -0.029
H -0.576 1.931 0.264
H -0.372 -0.116 -1.892

---

5.
Here is a gas-phase ion, CH3N2O3S (charge +1) from the Open Molecules 2025 dataset. Energies are from ωB97M-V with the def2-TZVPD basis set.

Properties
F_max	3.19	eV Å⁻¹
energy above the lowest of the compared OMol25 structures with the same formula, charge and spin	64.6	kcal/mol
HOMO-LUMO gap	8.67	eV
M	123.11	g/mol
2S+1	1
net charge	+1

Element x y z (Å)
C  0.3373  -1.9780  0.0910
N  1.3224  -1.4215  -0.0865
N  0.2727  1.3265  0.4058
O  3.7491  -0.1661  0.1425
O  -0.1651  0.9967  -0.8855
O  1.5428  0.9012  0.6576
S  2.5519  0.3513  -0.4249
H  -0.6407  -2.3271  0.3197
H  -0.3297  0.7864  1.0377
H  -0.0424  1.8667  -1.4554

Force components x, y, z for each atom (eV/Å):
C 0.667 0.859 0.011
N -0.849 -1.509 -0.406
N -2.651 1.367 -0.808
O -1.176 1.100 -0.012
O 1.076 2.188 -1.198
O 3.100 -0.442 0.619
S 0.213 -0.676 0.241
H -0.268 -0.542 -0.013
H 0.399 -0.063 -0.166
H -0.512 -2.284 1.731

---

6.
Here is 2 unconnected molecules or ions with the total composition C6H16NO from the Open Molecules 2025 dataset. Energies are from ωB97M-V with the def2-TZVPD basis set.

Properties
F_max	1.93	eV Å⁻¹
energy above the lowest of the compared OMol25 structures with the same formula, charge and spin	17.2	kcal/mol
HOMO-LUMO gap (alpha / beta)	10.51 / 7.65	eV
M	118.20	g/mol
expectation value of S²	0.7539
2S+1	2
net charge	0

Element x y z (Å)
C  -3.4691  -0.5396  1.3013
C  -0.0684  -1.6325  -0.3231
C  -1.0293  -0.9318  0.6723
C  -2.4918  -1.2577  0.3737
H  -3.6985  -1.1117  2.1971
H  -4.3898  -0.2729  0.7835
H  -2.9767  0.3941  1.5759
H  0.9525  -1.3058  -0.1425
H  -0.3439  -1.2839  -1.3257
H  -0.1459  -2.7214  -0.3250
H  -0.7673  0.1065  0.4825
H  -0.7630  -1.2247  1.6921
H  -2.6734  -0.9764  -0.6711
H  -2.6152  -2.3441  0.4078
C  3.4129  0.7508  -0.5827
N  2.8873  2.0818  -0.8839
C  1.3912  2.1172  -0.9031
O  0.7539  1.3498  0.0082
H  2.8813  0.2390  0.2251
H  4.4507  0.8267  -0.2707
H  3.3381  0.1019  -1.4592
H  3.1743  2.6933  -0.1274
H  1.1055  1.7806  -1.9140
H  1.0846  3.1606  -0.7911

Force components x, y, z for each atom (eV/Å):
C 0.363 0.270 -0.403
C -0.719 0.259 0.026
C 0.684 -0.821 -0.789
C 0.357 -0.073 -0.268
H 0.002 0.040 0.071
H -0.125 -0.150 0.125
H -0.254 0.120 0.302
H 0.150 -0.218 0.056
H 0.118 -0.141 -0.022
H 0.118 0.018 0.123
H -0.735 0.110 0.684
H -0.059 0.226 0.050
H -0.102 0.027 0.107
H -0.117 0.002 0.046
C -0.201 -0.314 -0.042
N -1.007 0.125 0.593
C 1.867 -0.455 -0.167
O 0.029 0.504 -0.172
H -0.055 0.099 0.051
H 0.129 0.052 -0.216
H 0.135 0.115 -0.050
H 0.075 0.087 -0.075
H -0.408 -0.022 0.074
H -0.245 0.141 -0.103